Record 1
A structure of composition C4H9F3MoO5SSi in a non-equilibrium geometry. Source: the Open Molecules 2025 dataset; level of theory: the ωB97M-V functional and the def2-TZVPD basis.

**Multiplicity**: 3
**Gap between HOMO and LUMO (alpha / beta)**: 8.18 / 8.95 eV
**LUMO energy (alpha / beta)**: -1.9 / -2.1 eV
**Net charge**: 0
**HOMO energy (alpha / beta)**: -10.083 / -11.006 eV

```
24
Properties=species:S:1:pos:R:3:forces:R:3
Mo 0.09352 -1.42945 1.10598 -0.3364 0.3204 -0.4692
O -0.71901 -3.00415 4.45132 0.1813 -0.0266 -0.0375
S -0.82338 -2.32244 3.21951 -1.4725 -0.2222 1.3779
O -2.06007 -2.37512 2.45952 0.0789 -0.1160 0.1210
O 0.22601 -2.89485 2.12132 0.9253 -3.7392 2.1847
O -0.32928 -0.90341 3.19992 0.2693 -0.0135 -0.2465
F 1.67444 -2.27201 -1.29452 -0.1568 0.0858 0.2328
C 0.45003 -2.48438 -0.72414 0.0869 -0.9623 -1.0559
F 0.31026 -3.82662 -0.64268 0.0225 0.2098 -0.0241
F -0.45400 -2.07464 -1.68212 0.1317 -0.0300 0.2293
C -1.70757 1.56142 -1.14497 0.4232 0.0007 0.0473
Si 0.11903 1.45098 -0.73655 0.0415 0.5590 -0.2801
C 0.76187 2.75556 0.44983 -0.1877 -0.3024 -0.2549
C 1.28606 1.07527 -2.15278 -0.3189 0.0387 0.2686
O 0.14691 0.02280 0.22986 0.3171 4.0219 -2.0507
H -1.97022 2.44828 -1.72194 0.0457 0.0220 -0.0008
H -2.28173 1.57434 -0.21621 -0.0051 0.0406 -0.0046
H -2.01020 0.68016 -1.71377 0.0216 0.0046 -0.0187
H 0.72707 3.75930 0.02529 -0.0170 -0.0014 -0.0261
H 1.79585 2.53787 0.72353 0.0095 0.0028 -0.0322
H 0.16552 2.74705 1.36435 -0.0179 0.0456 -0.0148
H 1.45761 1.95427 -2.77609 -0.0210 0.0287 0.0280
H 0.89296 0.27793 -2.78447 -0.0322 -0.0039 0.0128
H 2.24833 0.74184 -1.76019 0.0109 0.0368 0.0138
```
Forces are in eV/Å.

=====

Record 2
A cluster of 2 separate species, C2H3IO2 in total in a non-equilibrium geometry. Source: the Open Molecules 2025 dataset; level of theory: the ωB97M-V functional and the def2-TZVPD basis.

**Multiplicity**: 1
**Gap between HOMO and LUMO**: 10.22 eV
**LUMO energy**: 0.5 eV
**Net charge**: 0
**SMILES**: O=CI.C=O
**HOMO energy**: -9.767 eV

```
8
Properties=species:S:1:pos:R:3:forces:R:3
C 1.38944 -0.51977 -1.42550 0.0792 0.0023 -0.2551
C -1.53711 0.43195 1.27902 -0.4458 -0.1946 -0.4368
O 1.57382 -1.46026 -2.09919 0.7359 -1.1518 -0.2719
O -0.69825 0.86285 0.52352 -0.6201 -0.1246 0.7944
I 2.69881 0.17375 0.10445 0.0783 -0.0092 0.0733
H 0.52355 0.07210 -1.60450 -0.8369 1.1680 0.4842
H -1.95203 -0.62464 1.09539 0.3481 1.1373 0.5620
H -1.99822 1.06402 2.12682 0.6614 -0.8274 -0.9501
```
Forces are in eV/Å.

=====

Record 3
A cluster of 2 separate species, C5H12NO2 in total in a non-equilibrium geometry. Source: the Open Molecules 2025 dataset; level of theory: the ωB97M-V functional and the def2-TZVPD basis.

**Multiplicity**: 1
**Gap between HOMO and LUMO**: 6.36 eV
**LUMO energy**: 3.7 eV
**Net charge**: -1
**HOMO energy**: -2.648 eV

```
20
Properties=species:S:1:pos:R:3:forces:R:3
C -0.07959 -1.20357 0.49109 0.8321 -0.5531 -0.0318
C -1.46740 -0.68107 0.11086 0.7931 0.4063 -0.2699
C -1.46078 -0.07320 -1.26466 0.0435 -0.4896 0.0007
C -1.71730 -0.73241 -2.38660 -0.2993 0.3184 -0.7616
N 0.93334 -0.15115 0.52722 -0.8771 1.0170 -0.2299
C 0.76262 0.78149 1.73079 0.8740 -0.8732 0.9875
O 1.16000 0.20565 2.87440 -0.3889 0.1064 -0.2096
H 0.26187 -1.93161 -0.25804 -0.2569 0.0206 -0.0961
H -0.10197 -1.76480 1.43870 -0.2818 0.2622 0.1083
H -1.67337 0.11427 0.81631 -0.4799 -0.0473 0.2734
H -2.19555 -1.48031 0.18992 -0.2074 -0.1219 0.0265
H -1.15275 0.96543 -1.34662 -0.0377 -0.0682 0.0751
H -1.68771 -0.22106 -3.34572 0.1582 0.1055 0.0874
H -2.01555 -1.76976 -2.49729 0.0351 -0.0885 0.5609
H 1.83115 -0.58789 0.69638 0.0309 -0.0577 0.1314
H 1.37875 1.66946 1.49420 -0.1721 0.1374 -0.1815
H -0.30244 1.12142 1.72859 0.0436 -0.0206 -0.2076
H 1.70142 1.75451 -0.42345 0.8091 -0.5752 0.4469
H 3.26102 1.79413 -0.02873 -0.4850 -0.5050 0.3717
O 2.56422 2.19047 -0.54736 -0.1334 1.0264 -1.0818
```
Forces are in eV/Å.

=====

Record 4
A structure of composition C39H37N4O4PtSSi in a non-equilibrium geometry. Source: the Open Molecules 2025 dataset; level of theory: the ωB97M-V functional and the def2-TZVPD basis.

**Multiplicity**: 3
**Gap between HOMO and LUMO (alpha / beta)**: 5.17 / 5.91 eV
**LUMO energy (alpha / beta)**: 2.2 / 2.2 eV
**Net charge**: -1
**HOMO energy (alpha / beta)**: -2.976 / -3.713 eV

```
87
Properties=species:S:1:pos:R:3:forces:R:3
Pt -0.27054 -0.55881 0.02461 -0.2828 -1.7590 0.1507
C 5.36062 6.13326 1.67527 -0.0499 -0.0301 -0.0171
O 4.04344 5.62976 1.57434 0.2779 0.1529 -0.1517
C 3.37785 5.36820 2.73433 -0.0288 0.0301 0.1147
C 3.84690 5.68013 3.99610 0.0208 0.0053 0.0927
C 3.09445 5.34163 5.12103 -0.0420 -0.0102 -0.0526
C 1.89031 4.68352 4.96054 0.0093 0.0090 -0.0347
C 1.41674 4.37139 3.68681 -0.0176 -0.0596 0.0113
C 2.14258 4.72327 2.55611 -0.1364 -0.1242 0.0621
N 1.76384 4.46960 1.22999 -0.0969 0.0281 0.1578
C 0.83186 3.49868 0.82748 0.0281 0.2043 0.1361
N -0.43153 3.73203 1.31852 0.0427 0.0095 0.1144
C -1.43164 2.80779 1.63186 -0.2406 -0.4012 -0.0718
C -2.03016 0.71458 0.53751 1.0030 0.0833 0.2785
C -3.27228 0.33133 1.16129 -0.0961 0.2470 0.1247
C -3.88505 1.04554 2.17458 -0.0249 -0.0355 -0.0873
C -3.62246 2.34441 2.64515 0.0639 -0.1169 0.0010
C -2.56167 3.20235 2.26404 -0.2818 -0.0295 0.0864
O -2.59729 4.55085 2.60528 -0.1999 0.2674 0.0579
C -3.81124 5.22167 2.28796 0.1320 -0.0250 0.0046
N 1.08232 2.58632 -0.01478 -0.0171 -0.2530 -0.2108
C 2.41762 2.30047 -0.33907 -0.0921 0.0513 -0.1040
C 2.84821 2.38211 -1.65376 0.0303 -0.0267 -0.0765
C 4.15307 2.05003 -2.00776 -0.0253 -0.0062 -0.0631
C 5.03856 1.61968 -1.03750 -0.0589 -0.0177 0.0920
C 4.62151 1.51197 0.28895 0.0612 0.0547 -0.1140
C 3.32221 1.84823 0.63760 0.0859 -0.0239 0.0184
O 2.83541 1.78248 1.90250 -0.0111 -0.1090 0.1867
C 3.60337 1.08544 2.86455 -0.0465 0.0470 -0.0106
H 5.74188 6.19714 0.66032 -0.0141 -0.0035 -0.0254
H 5.99746 5.46237 2.25728 -0.0123 -0.0247 0.0121
H 5.37489 7.12728 2.13041 -0.0217 0.0061 0.0037
H 4.79849 6.18020 4.11948 -0.0390 -0.0213 -0.0198
H 3.46237 5.59215 6.10833 -0.0075 -0.0239 -0.0343
H 1.30430 4.39457 5.82505 0.0236 0.0150 -0.0506
H 0.48969 3.82168 3.58907 0.0401 0.0479 -0.0041
H 2.54219 4.54049 0.59216 0.0841 -0.0470 -0.0347
H -0.59223 4.64018 1.72286 0.0141 0.0425 0.0476
H -3.73678 -0.58760 0.82652 0.0485 0.0213 -0.0401
H -4.74967 0.56645 2.62670 0.0239 0.0195 -0.0185
H -4.32182 2.75846 3.36376 0.0297 -0.0288 -0.0131
H -3.57852 6.28123 2.18787 0.0334 0.0054 0.0334
H -4.55512 5.09885 3.07697 -0.0199 -0.0351 0.0326
H -4.23029 4.85348 1.35037 0.0142 -0.0338 -0.0465
H 2.12886 2.69144 -2.40397 0.0294 -0.0273 0.0380
H 4.46130 2.10567 -3.04564 -0.0190 0.0127 0.0633
H 6.05276 1.34461 -1.30004 -0.0243 0.0050 -0.0007
H 5.31735 1.16810 1.04243 -0.0346 -0.0167 -0.0265
H 2.96583 0.96758 3.73616 -0.0399 0.0194 0.0034
H 4.49541 1.65045 3.15087 0.0338 0.0399 -0.0226
H 3.89924 0.10056 2.49809 -0.0365 -0.0313 -0.0364
O -1.18924 1.49338 1.41613 0.1069 1.0176 -0.5120
N -2.07769 1.12188 -0.87173 -0.9289 0.4822 -0.4113
C -1.91694 2.40050 -1.31228 -0.0134 -0.2256 0.2661
C -2.17667 2.76755 -2.59991 0.0489 0.1484 -0.1747
C -2.65231 1.81456 -3.50619 0.0678 -0.0493 0.0969
C -2.77345 0.51508 -3.08378 0.0332 -0.0303 -0.0929
C -2.44877 0.12125 -1.77484 0.2370 -0.0346 0.3138
S -2.34595 -1.51648 -1.28526 0.2299 0.3781 -0.0145
H -1.55575 3.11696 -0.59668 -0.0643 -0.0358 0.0255
H -2.01177 3.79689 -2.88909 -0.0043 -0.0356 0.0139
H -2.88166 2.08967 -4.52863 -0.0029 -0.0343 0.0351
H -3.06469 -0.27424 -3.76319 -0.0035 0.0145 0.0340
C 1.33705 -3.44562 -4.98196 -0.0074 0.0366 0.0721
C 1.81441 -4.32776 -4.01889 -0.0221 0.0559 0.0477
C 1.76656 -3.98043 -2.67250 -0.0401 0.0278 -0.0372
C 1.24593 -2.75261 -2.24804 0.0272 -0.0044 -0.0695
C 0.76102 -1.88804 -3.23542 0.0504 -0.1176 -0.0429
C 0.80726 -2.22308 -4.58586 0.0243 -0.0562 0.0604
Si 1.27640 -2.20353 -0.40840 0.1453 0.2298 -0.3526
C 0.99120 -3.83285 0.54191 0.0616 -0.0508 0.1417
C 1.95435 -4.33673 1.42392 -0.1246 -0.0841 -0.0355
C 1.75176 -5.52287 2.12660 -0.0635 0.0681 -0.0761
C 0.57155 -6.23615 1.95783 0.0498 0.0654 -0.0201
C -0.40284 -5.75102 1.09193 0.0384 0.0481 -0.0078
C -0.19396 -4.56432 0.40008 0.0173 -0.0019 0.0119
H 1.37496 -3.71190 -6.03257 -0.0099 0.0021 0.0128
H 2.22498 -5.28617 -4.31920 -0.0095 0.0132 0.0129
H 2.13903 -4.68310 -1.93064 -0.0119 0.0398 -0.0472
H 0.33356 -0.93898 -2.92854 -0.0028 0.0063 0.0068
H 0.42197 -1.53405 -5.33090 0.0137 -0.0095 0.0344
H 2.76466 -2.06071 -0.20778 0.0324 0.0758 0.1344
H 2.88384 -3.78901 1.55598 -0.0473 -0.0476 -0.0110
H 2.51496 -5.89277 2.80242 0.0053 0.0073 -0.0033
H 0.41156 -7.16340 2.49635 -0.0038 0.0152 0.0010
H -1.32940 -6.29926 0.96240 0.0058 0.0126 -0.0148
H -0.96857 -4.19249 -0.26706 0.0529 -0.0311 0.0455
```
Forces are in eV/Å.

=====

Record 5
A cluster of 3 separate species, C8H16BrO4S2 in total in a non-equilibrium geometry. Source: the Open Molecules 2025 dataset; level of theory: the ωB97M-V functional and the def2-TZVPD basis.

**Multiplicity**: 1
**Gap between HOMO and LUMO**: 6.42 eV
**LUMO energy**: 2.5 eV
**Net charge**: -1
**HOMO energy**: -3.871 eV

```
31
Properties=species:S:1:pos:R:3:forces:R:3
Br 1.46068 -0.09908 3.27500 -0.3592 0.3274 -0.0046
C -1.56111 3.15585 1.45661 0.6215 0.2937 0.4415
C -1.46996 3.82710 0.09645 -1.0748 -0.5390 -1.0977
C -2.27197 2.90303 -0.85352 0.3474 -0.2830 1.1277
S -1.57132 1.26863 -0.45277 -0.3008 0.3085 0.1152
O -0.27980 1.16444 -1.11746 -0.8519 -0.1318 0.3617
O -2.59354 0.24192 -0.59402 0.7089 0.2947 -0.3478
C -1.37430 1.64531 1.30554 -0.0987 -0.2917 0.4179
H -2.54098 3.31840 1.90840 -0.0416 0.2241 -0.1603
H -0.82402 3.59729 2.12974 -0.0044 -0.2237 0.0840
H -0.45583 3.88222 -0.29693 0.1014 0.2582 0.2558
H -1.98632 4.78665 0.05951 0.4494 0.2447 0.2259
H -2.24770 3.19902 -1.89620 0.0926 -0.3845 -0.1306
H -3.28719 2.81502 -0.46017 -0.1563 0.1357 -0.3360
H -0.46481 1.20359 1.71779 0.5964 0.2412 -0.3350
H -2.13389 1.14080 1.90251 -0.2676 -0.2315 -0.5635
C 0.36293 -2.08382 -0.68996 0.5751 -0.3362 1.0224
C 0.94559 -3.26964 -1.46932 0.1175 0.2648 0.3560
C 2.06676 -3.81719 -0.58417 -0.1852 0.7197 0.6760
S 2.90823 -2.35814 0.13627 -0.9023 0.8103 -1.0724
O 3.99958 -1.99849 -0.76621 -0.1296 -0.3515 0.7292
O 3.07471 -2.50028 1.55673 0.5701 -0.5182 -0.4536
C 1.53204 -1.23299 -0.21273 0.4113 0.8167 -0.8616
H -0.05316 -2.50706 0.23283 -0.4937 0.0946 -0.1945
H -0.39002 -1.50610 -1.21817 0.0288 -0.0328 -0.0128
H 1.34771 -2.95014 -2.43211 -0.1638 -0.1254 -0.1118
H 0.15676 -4.01561 -1.56780 0.1626 -0.1293 -0.4391
H 2.80575 -4.43757 -1.07945 -0.0317 -0.2102 0.1863
H 1.60864 -4.22210 0.32146 0.2153 -0.6359 -0.2138
H 1.89211 -0.59751 -1.02736 0.0689 -0.1515 -0.0364
H 1.34442 -0.55357 0.61950 -0.0056 -0.4580 0.3720
```
Forces are in eV/Å.

=====

Record 6
A cluster of 2 separate species, C2H5N2O3 in total in a non-equilibrium geometry. Source: the Open Molecules 2025 dataset; level of theory: the ωB97M-V functional and the def2-TZVPD basis.

**Multiplicity**: 1
**Gap between HOMO and LUMO**: 12.56 eV
**LUMO energy**: -3.2 eV
**Net charge**: +1
**HOMO energy**: -15.764 eV

```
12
Properties=species:S:1:pos:R:3:forces:R:3
C -2.38996 -1.24049 0.58420 -0.4282 0.9047 0.5681
C 1.46523 0.35997 -0.59632 -0.4809 -1.4925 1.2670
N -3.36973 -1.79134 0.94597 -1.1642 0.2350 -0.1406
N 0.80037 1.19848 0.15166 -0.3128 -0.6511 -0.6898
O -1.38289 -0.65538 0.33968 -0.0769 -0.8086 -0.3121
O 0.95977 -0.78329 -0.88068 -0.7530 -1.6751 -0.9823
O 2.68452 0.62051 -0.88573 0.0905 1.9382 0.2040
H 3.35703 0.02453 -1.20489 -0.2925 -1.1218 -0.4466
H -4.38015 -1.53958 1.00393 1.4694 -0.5339 -0.1438
H -0.10003 0.82676 0.44555 0.0675 0.8702 0.2713
H 1.24912 2.02708 0.46741 -0.0392 0.6722 0.3835
H -0.00806 -1.09776 -0.64800 1.9202 1.6627 0.0213
```
Forces are in eV/Å.

=====

Record 7
The ion Br2O3PS with charge -1 in a non-equilibrium geometry. Source: the Open Molecules 2025 dataset; level of theory: the ωB97M-V functional and the def2-TZVPD basis.

**Multiplicity**: 1
**Gap between HOMO and LUMO (alpha / beta)**: 7.77 / 7.78 eV
**LUMO energy (alpha / beta)**: 2.2 / 2.2 eV
**Net charge**: -1
**HOMO energy (alpha / beta)**: -5.526 / -5.526 eV

```
7
Properties=species:S:1:pos:R:3:forces:R:3
O -0.19842 0.48634 -0.25563 -1.6554 -0.3494 2.0950
O 0.84286 -1.19894 -2.02785 0.1073 -2.4898 -0.3626
O -1.45217 -1.29339 1.04282 0.9208 1.2255 -0.5911
P 0.91170 0.22356 -1.84258 -0.9053 2.1322 -0.4510
S -0.63431 -0.08713 1.12492 0.4831 -1.0242 -0.8845
Br -2.29284 1.14922 2.68495 0.0395 0.3535 -0.3740
Br 2.82319 0.72035 -0.72662 1.0100 0.1521 0.5682
```
Forces are in eV/Å.

=====

Record 8
A cluster of 2 separate species, C4H10NO3 in total in a non-equilibrium geometry. Source: the Open Molecules 2025 dataset; level of theory: the ωB97M-V functional and the def2-TZVPD basis.

**Multiplicity**: 1
**Gap between HOMO and LUMO**: 6.33 eV
**LUMO energy**: 3.7 eV
**Net charge**: -1
**HOMO energy**: -2.606 eV

```
18
Properties=species:S:1:pos:R:3:forces:R:3
C 1.76944 0.53194 0.19562 -3.5997 -0.3665 2.7558
N 0.47975 1.00969 0.09878 0.3788 -0.2296 -1.4088
C 0.08995 1.98585 -0.93028 3.1265 -0.4969 0.1106
C -0.66915 0.39015 0.70148 -2.8947 1.5955 -0.2104
C -0.67052 -1.03271 1.38123 1.5654 -0.0026 -1.0425
O -1.00065 -2.02962 0.57094 -0.6412 -0.9420 -2.0813
O 2.74020 0.99188 -0.30588 2.1696 0.8999 -1.6465
H 1.75680 -0.20608 1.03848 0.4154 -0.0539 -0.7821
H 1.11917 2.45920 -1.17127 -2.2545 0.6998 0.4421
H -0.10621 1.47157 -1.81362 0.0978 -1.6869 -1.9731
H -0.93110 2.37708 -0.88380 0.7576 1.2510 1.3901
H -1.04405 1.28368 1.33853 0.0851 -1.6517 -0.0224
H -1.55163 0.39340 -0.15270 2.0621 -0.6602 1.8825
H -1.54540 -1.09071 1.91481 -1.6284 1.4488 3.4829
H 0.30854 -1.33568 1.90509 -0.8976 1.1737 0.1633
H -0.47984 -1.74966 -0.94345 2.2591 -2.0195 0.6513
H -0.47244 -2.98093 -1.58765 -3.8102 -4.0718 -1.5743
O 0.20714 -2.46902 -1.35633 2.8090 5.1128 -0.1372
```
Forces are in eV/Å.

=====

Record-wise energy values, in a.u.: -1589.5000; -526.1267; -402.9084; -2835.2383; -3985.8311; -414.2121; -6113.4339; -438.7789
Record-wise relative energy (zero: lowest compared OMol25 entry of this formula, charge and spin) values, in eV: 1.125; 1.966; 3.295; 1.406; 0.667; 0.000; 0.337; 5.614